Molecular formula: C58H61FGeMgN7O5
Method: DFT, the ωB97M-V functional and the def2-TZVPD basis

Structure (XYZ):
```
134
Properties=species:S:1:pos:R:3
Mg 1.603 1.067 -0.453
C -0.311 5.471 4.368
C -0.029 4.624 3.195
C 1.030 2.740 4.350
C 1.896 1.939 3.661
C 2.783 1.085 4.312
N 3.548 0.118 3.721
C 3.391 -1.236 4.292
C 4.676 -2.040 4.427
C 5.534 -2.072 3.174
N 4.776 -2.573 2.018
C 4.446 -1.892 0.941
C 5.022 -0.704 0.483
C 6.368 -0.312 0.776
C 6.892 0.862 0.345
C 8.316 1.271 0.588
C 6.034 1.698 -0.418
C 4.750 1.379 -0.758
C 4.059 2.269 -1.704
N 2.801 2.341 -1.854
C 2.362 3.069 -3.065
C 1.803 4.479 -2.919
C 0.417 4.593 -2.294
N 0.563 4.530 -0.847
C 0.017 3.584 -0.224
C 0.468 3.472 1.219
C 0.301 4.772 1.938
C 1.495 1.826 2.189
O 1.804 0.709 1.602
C 4.182 0.099 -0.359
O 3.028 -0.276 -0.728
H 0.520 5.473 5.075
H -1.214 5.141 4.881
H -0.465 6.491 4.020
H 0.862 2.961 5.389
H 2.829 1.115 5.396
H 3.403 0.120 2.713
H 2.661 -1.765 3.669
H 2.938 -1.142 5.279
H 4.410 -3.054 4.743
H 5.299 -1.621 5.220
H 6.422 -2.686 3.323
H 5.856 -1.064 2.945
H 4.295 -3.449 2.159
H 3.614 -2.289 0.366
H 7.022 -1.012 1.280
H 8.848 0.519 1.168
H 8.367 2.214 1.135
H 8.852 1.410 -0.352
H 6.442 2.632 -0.796
H 4.721 2.841 -2.362
H 1.599 2.443 -3.516
H 3.205 3.105 -3.759
H 1.733 4.861 -3.940
H 2.495 5.130 -2.377
H -0.257 3.822 -2.686
H 0.007 5.577 -2.530
H -0.622 2.826 -0.681
H 0.441 5.719 1.439
C -3.667 -0.561 5.246
C -4.065 0.280 4.048
N -3.034 0.298 2.997
C -2.095 1.266 3.035
C -1.110 1.414 2.107
C 0.007 2.390 2.198
O -0.090 3.158 3.500
O 1.839 2.971 1.274
C -1.032 0.462 1.034
O -0.326 0.630 0.027
C -1.898 -0.696 1.132
C -1.704 -1.750 0.233
C -2.575 -2.795 0.245
F -2.402 -3.808 -0.619
C -3.690 -2.821 1.103
C -3.838 -1.810 2.033
C -2.935 -0.736 2.066
N -4.691 -3.822 1.014
C -4.366 -5.151 0.526
C -5.404 -6.136 1.025
N -6.765 -5.696 0.541
C -7.083 -4.290 0.990
C -5.978 -3.374 0.506
H -4.448 -0.524 6.006
H -2.744 -0.190 5.693
H -3.510 -1.604 4.967
H -4.245 1.317 4.329
H -4.990 -0.071 3.597
H -2.206 1.970 3.850
H -0.909 -1.700 -0.499
H -4.652 -1.879 2.740
H -3.394 -5.468 0.896
H -4.321 -5.193 -0.572
H -5.458 -6.154 2.112
H -5.234 -7.141 0.643
H -7.485 -6.345 0.860
H -6.777 -5.727 -0.482
H -7.132 -4.325 2.077
H -8.055 -4.026 0.579
H -6.189 -2.361 0.839
H -5.979 -3.352 -0.597
C 1.461 -3.837 -4.934
C 1.612 -3.542 -3.586
C 1.197 -2.309 -3.098
C 0.606 -1.345 -3.921
C 0.466 -1.669 -5.271
C 0.889 -2.893 -5.776
Ge -0.012 0.335 -3.051
C -0.444 1.486 -4.624
C -1.642 2.191 -4.772
C -1.848 3.076 -5.824
C -0.858 3.278 -6.776
C 0.337 2.580 -6.665
C 0.533 1.706 -5.604
C -1.908 -0.253 -2.634
C -2.472 -1.468 -3.036
C -3.785 -1.811 -2.731
C -4.586 -0.952 -1.990
C -4.057 0.267 -1.574
C -2.748 0.596 -1.899
H 1.793 -4.790 -5.327
H 2.066 -4.268 -2.921
H 1.358 -2.078 -2.046
H 0.004 -0.958 -5.947
H 0.768 -3.113 -6.829
H -2.447 2.045 -4.059
H -2.791 3.602 -5.909
H -1.020 3.959 -7.601
H 1.113 2.710 -7.410
H 1.475 1.165 -5.551
H -1.879 -2.157 -3.629
H -4.191 -2.748 -3.099
H -5.622 -1.198 -1.781
H -4.677 0.970 -1.027
H -2.370 1.565 -1.579
```

Computed properties:
* 2S+1: 2
* frontier orbital gap (spin up / spin down): 5.08 / 5.05 eV
* net charge: +2